# 1
Here is a structure of composition C43H55BBrN3O4Sr from OMol25. Energies are from ωB97M-V/def2-TZVPD.

Computed properties:
charge: -2
ΔE to the lowest compared entry with this formula, charge and spin: 336.3 kJ/mol
largest force on an atom: 5.6 eV Å⁻¹

XYZ file:
```
108
Properties=species:S:1:pos:R:3:lowdin_charge:R:1
Sr -1.229 -1.521 -0.083 1.2850
C -1.062 -3.113 1.811 -0.3628
C -2.409 -3.055 1.412 -0.3681
C -2.876 -1.756 1.657 -0.3782
C -1.828 -1.014 2.227 -0.3660
C -0.702 -1.849 2.322 -0.3539
C 0.617 -1.509 2.952 -0.0392
C -1.936 0.428 2.626 -0.0267
C -4.212 -1.182 1.301 -0.0373
C -3.178 -4.203 0.831 -0.0458
C -0.207 -4.345 1.796 -0.0443
H 1.467 -1.790 2.320 0.0697
H 0.754 -2.021 3.911 0.0766
H 0.702 -0.438 3.141 0.0646
H -1.118 0.730 3.282 0.0709
H -2.868 0.613 3.168 0.0769
H -1.927 1.116 1.772 0.0649
H -4.118 -0.265 0.709 0.0818
H -4.799 -0.927 2.192 0.0760
H -4.808 -1.879 0.711 0.0701
H -2.874 -4.439 -0.195 0.0773
H -4.247 -3.989 0.806 0.0665
H -3.041 -5.110 1.429 0.0713
H 0.856 -4.098 1.846 0.0685
H -0.362 -4.937 0.889 0.0755
H -0.424 -5.002 2.648 0.0743
O -4.570 -1.372 -2.746 0.0642
C -3.414 -1.042 -2.086 -0.5240
O -2.758 -2.004 -1.586 -0.2905
C -3.030 0.285 -2.029 -0.2684
C -3.735 1.407 -2.609 -0.0536
C -3.180 2.624 -2.636 -0.0552
C -1.819 2.880 -2.064 -0.1325
C -1.413 1.727 -1.237 -0.1652
N -1.866 0.522 -1.297 0.0476
C -0.290 1.971 -0.289 -0.3962
O -0.334 2.703 0.662 0.1454
O 0.832 1.239 -0.561 0.1783
H -4.549 -2.335 -2.759 0.1011
H -4.722 1.225 -3.019 0.1017
H -3.722 3.476 -3.029 0.0967
H -1.827 3.801 -1.474 0.1376
Br 0.247 -1.889 -2.422 -0.0274
C 0.961 2.636 -5.022 -0.0595
C -0.070 2.130 -4.002 -0.3261
C -1.140 1.336 -4.757 -0.0488
C -0.582 3.324 -3.146 -0.2639
C -1.187 4.405 -3.978 -0.1123
C -1.284 5.676 -3.501 -0.1604
C -0.602 6.084 -2.337 -0.1286
C 0.386 5.228 -1.813 -0.2000
C 1.317 5.760 -0.735 -0.3704
C 0.533 6.078 0.542 -0.0682
C 2.095 6.992 -1.209 -0.0815
C 0.514 3.938 -2.286 -0.1233
N 1.687 3.165 -1.932 0.1099
B 1.823 1.907 -1.273 -0.6380
N 3.211 1.534 -1.349 0.0910
C 3.859 2.577 -2.032 -0.0777
C 2.966 3.530 -2.357 -0.0739
C 3.818 0.257 -1.198 -0.0753
C 4.048 -0.512 -2.360 -0.1137
C 4.620 -1.769 -2.240 -0.0424
C 4.927 -2.296 -0.998 -0.0822
C 4.701 -1.537 0.130 -0.0676
C 4.183 -0.241 0.062 -0.1060
C 4.204 0.495 1.406 -0.3523
C 3.428 1.800 1.574 -0.0558
C 5.673 0.763 1.779 -0.0768
C 3.698 -0.022 -3.756 -0.3586
C 2.853 -1.038 -4.534 -0.1038
C 4.973 0.297 -4.546 -0.0668
H 1.332 1.798 -5.621 0.0627
H 1.810 3.110 -4.534 0.0582
H 0.506 3.372 -5.688 0.0724
H 0.427 1.409 -3.346 0.1133
H -1.838 1.992 -5.280 0.0723
H -1.693 0.684 -4.088 0.0571
H -0.646 0.693 -5.490 0.0725
H -1.689 4.125 -4.899 0.0858
H -1.860 6.412 -4.060 0.0813
H -0.737 7.087 -1.948 0.0676
H 2.039 4.983 -0.480 0.1179
H -0.239 6.826 0.347 0.0670
H 1.205 6.465 1.317 0.0659
H 0.054 5.172 0.914 0.0633
H 1.408 7.810 -1.433 0.0631
H 2.656 6.768 -2.119 0.0652
H 2.798 7.329 -0.440 0.0644
H 4.923 2.548 -2.204 0.1113
H 3.137 4.469 -2.858 0.1203
H 4.789 -2.364 -3.129 0.1059
H 5.342 -3.294 -0.913 0.0943
H 4.950 -1.947 1.103 0.1067
H 3.801 -0.210 2.142 0.1236
H 3.822 2.585 0.928 0.0826
H 3.522 2.131 2.612 0.0782
H 2.374 1.671 1.358 0.0672
H 6.114 1.458 1.060 0.0834
H 6.267 -0.151 1.776 0.0631
H 5.736 1.211 2.774 0.0701
H 3.108 0.888 -3.674 0.1127
H 3.446 -1.911 -4.823 0.0662
H 2.480 -0.571 -5.449 0.0707
H 2.010 -1.376 -3.933 -0.0884
H 5.566 -0.610 -4.688 0.0690
H 5.596 1.032 -4.032 0.0642
H 4.714 0.694 -5.531 0.0747
```



# 2
Here is an isolated molecule of C4H10N2O from OMol25. Energies are from ωB97M-V/def2-TZVPD.

Computed properties:
structure (SMILES): C[C@@H](N)CC(N)=O
ΔE to the lowest compared entry with this formula, charge and spin: 208.6 kJ/mol
largest force on an atom: 5.3 eV Å⁻¹

XYZ file:
```
17
Properties=species:S:1:pos:R:3:lowdin_charge:R:1
C 1.628 0.379 0.514 -0.0926
C 0.457 -0.584 0.259 -0.4893
N 0.349 -1.583 1.265 -0.0160
C -0.916 0.171 0.261 -0.1165
C -1.025 1.018 -0.990 -0.5227
N -1.613 0.177 -1.925 0.1297
O -1.047 2.258 -0.899 0.0329
H 1.830 0.993 1.476 0.1061
H 2.610 -0.067 0.262 0.0685
H 1.501 1.282 -0.166 0.0805
H 0.610 -1.069 -0.734 0.1407
H 0.173 -1.234 2.242 0.0999
H 1.330 -1.902 1.481 0.0893
H -0.839 1.100 0.970 0.1510
H -1.658 -0.497 0.647 0.1042
H -1.611 0.382 -2.945 0.1192
H -1.779 -0.823 -1.718 0.1152
```



# 3
Here is a structure of composition C32H23N6O2Sn from OMol25. Energies are from ωB97M-V/def2-TZVPD.

Computed properties:
charge: +1
ΔE to the lowest compared entry with this formula, charge and spin: 50.1 kJ/mol
largest force on an atom: 0.6 eV Å⁻¹

XYZ file:
```
64
Properties=species:S:1:pos:R:3:lowdin_charge:R:1
Sn -1.648 0.453 -1.289 1.3123
C -3.165 -1.293 1.712 -0.0391
O -2.329 -1.609 0.589 -0.2432
C -1.999 -2.924 0.398 -0.2348
C -2.791 -3.978 0.830 0.0039
C -2.425 -5.284 0.542 -0.0504
C -1.275 -5.551 -0.183 -0.0602
C -0.469 -4.507 -0.602 -0.0002
C -0.822 -3.200 -0.302 -0.1316
N 0.030 -2.119 -0.714 -0.1195
N 0.709 -2.252 -1.820 0.1815
C 1.549 -1.390 -2.316 -0.1086
C 1.592 0.067 -2.047 -0.3125
O 0.588 0.711 -1.670 -0.2212
C 2.800 0.767 -2.383 0.0147
C 3.737 0.174 -3.148 0.0304
C 3.589 -1.157 -3.688 -0.1676
C 4.543 -1.677 -4.570 -0.0142
C 4.372 -2.927 -5.124 -0.0566
C 3.241 -3.675 -4.797 -0.0500
C 2.309 -3.190 -3.900 -0.0161
C 2.471 -1.925 -3.337 -0.1008
H -4.193 -1.606 1.533 0.0985
H -3.124 -0.213 1.815 0.0861
H -2.777 -1.770 2.612 0.1089
H -3.700 -3.781 1.380 0.1170
H -3.053 -6.096 0.883 0.1169
H -0.995 -6.570 -0.410 0.1141
H 0.440 -4.689 -1.158 0.1143
H 2.877 1.802 -2.079 0.1272
H 4.622 0.733 -3.433 0.1304
H 5.413 -1.081 -4.817 0.1208
H 5.108 -3.326 -5.807 0.1127
H 3.090 -4.645 -5.250 0.1131
H 1.442 -3.781 -3.640 0.1091
N 2.354 -2.212 4.323 0.1820
C 1.612 -1.899 3.503 -0.2825
N 0.705 -1.558 2.602 0.2125
C 0.601 -1.463 1.408 -0.0939
N 0.391 -1.170 0.239 0.1549
N -1.719 1.902 0.022 -0.1469
C -1.415 2.772 0.893 -0.3029
C -2.118 4.081 0.956 -0.1733
C -1.514 5.193 1.544 -0.0236
C -2.169 6.415 1.558 -0.0621
C -3.434 6.531 1.003 -0.0657
C -4.044 5.426 0.420 -0.0658
C -3.385 4.211 0.390 -0.0304
C -0.334 2.506 1.890 -0.1903
C -0.548 2.704 3.252 -0.0330
C 0.470 2.448 4.159 -0.0617
C 1.716 2.034 3.707 -0.0752
C 1.935 1.846 2.347 -0.0788
C 0.907 2.061 1.442 -0.0410
H -0.525 5.109 1.973 0.1179
H -1.690 7.277 2.003 0.1098
H -3.949 7.482 1.026 0.1098
H -5.033 5.517 -0.009 0.1083
H -3.848 3.344 -0.063 0.1030
H -1.510 3.058 3.600 0.1243
H 0.298 2.589 5.218 0.1107
H 2.516 1.858 4.413 0.1101
H 2.912 1.537 1.996 0.1077
H 1.061 1.910 0.381 0.0910
```



# 4
Here is an isolated molecule of C2H2O4 from OMol25. Energies are from ωB97M-V/def2-TZVPD.

Computed properties:
structure (SMILES): O=C(O)C(=O)O
ΔE to the lowest compared entry with this formula, charge and spin: 401.7 kJ/mol
largest force on an atom: 8.5 eV Å⁻¹

XYZ file:
```
8
Properties=species:S:1:pos:R:3:lowdin_charge:R:1
O -1.840 0.303 0.285 0.0654
C -0.556 0.251 0.555 -0.2307
O 0.377 0.925 1.583 -0.0285
C 0.409 -0.140 -0.565 -0.2499
O 1.403 0.520 -0.904 0.1228
O 0.033 -1.652 -0.977 -0.0732
H -0.483 1.601 1.891 0.2187
H 0.656 -1.809 -1.868 0.1755
```



# 5
Here is the ion C5H6N with charge +1 from OMol25. Energies are from ωB97M-V/def2-TZVPD.

Computed properties:
structure (SMILES): C1=CCC=[N+]=C1
charge: +1
ΔE to the lowest compared entry with this formula, charge and spin: 470.9 kJ/mol
largest force on an atom: 9.4 eV Å⁻¹

XYZ file:
```
12
Properties=species:S:1:pos:R:3:lowdin_charge:R:1
C 0.220 1.547 -0.754 0.0583
C 0.665 0.846 0.359 0.0206
C 0.241 -0.566 0.929 -0.1072
C -0.938 -1.437 0.336 0.0961
N -1.126 -0.795 -0.803 0.0819
C -0.572 0.378 -1.312 0.0113
H 0.529 2.543 -1.147 0.1480
H 1.632 1.144 0.789 0.1362
H 1.125 -1.219 1.171 0.1523
H 0.030 -0.409 1.926 0.0951
H -1.316 -2.172 0.981 0.1285
H -0.490 0.139 -2.476 0.1789
```



# 6
Here is a structure of composition C39H39CoOP2 from OMol25. Energies are from ωB97M-V/def2-TZVPD.

Computed properties:
multiplicity: 5
energy: -3649.604041 Eh
charge: +2
largest force on an atom: 4.1 eV Å⁻¹
⟨S²⟩: 6.022

XYZ file:
```
82
Properties=species:S:1:pos:R:3:lowdin_charge:R:1
C 0.581 -1.119 -2.580 -0.1312
C -0.430 -1.548 -1.734 -0.3775
C -1.727 -1.653 -2.200 -0.0757
C -2.040 -1.385 -3.535 -0.0329
C -0.981 -1.074 -4.435 -0.0287
C 0.316 -0.949 -3.909 -0.1269
P 0.029 -1.841 -0.031 1.0306
C -1.265 -3.022 0.538 -0.3523
C -2.326 -2.446 1.239 -0.1347
C -3.389 -3.246 1.657 -0.0574
C -3.391 -4.607 1.327 -0.0396
C -2.329 -5.172 0.600 -0.0390
C -1.252 -4.381 0.192 -0.0484
Co 0.111 0.057 0.973 0.5362
P 0.004 2.027 0.037 1.0339
C -1.339 2.037 -1.193 -0.3655
C -1.142 2.362 -2.543 -0.0811
C -2.236 2.388 -3.413 -0.0526
C -3.509 2.056 -2.937 -0.0472
C -3.700 1.679 -1.600 -0.0518
C -2.610 1.679 -0.728 -0.1148
C -0.259 3.447 1.191 -0.3283
C 0.521 3.473 2.362 -0.1000
C 0.395 4.526 3.271 -0.0569
C -0.566 5.520 3.063 -0.0458
C -1.399 5.461 1.940 -0.0503
C -1.264 4.418 1.014 -0.0666
C 1.605 2.399 -0.794 -0.3469
C 2.634 1.477 -0.595 -0.1143
C 3.864 1.678 -1.236 -0.0518
C 4.047 2.807 -2.051 -0.0402
C 3.024 3.758 -2.199 -0.0396
C 1.803 3.555 -1.557 -0.0812
C 1.666 -2.713 -0.018 -0.3375
C 2.138 -3.531 -1.052 -0.0735
C 3.367 -4.174 -0.897 -0.0389
C 4.117 -3.949 0.268 -0.0368
C 3.652 -3.096 1.282 -0.0497
C 2.421 -2.475 1.117 -0.1194
H 1.284 2.707 2.510 0.0998
H 1.068 4.584 4.120 0.1147
H -0.659 6.346 3.768 0.1202
H -2.164 6.220 1.788 0.1181
H -1.920 4.375 0.139 0.1103
H -0.154 2.638 -2.881 0.0667
H -2.073 2.701 -4.446 0.1176
H -4.360 2.068 -3.620 0.1206
H -4.674 1.375 -1.220 0.1178
H -2.693 1.373 0.312 0.1009
H 2.453 0.637 0.082 0.0731
H 4.653 0.947 -1.081 0.1140
H 5.017 2.957 -2.547 0.1246
H 3.177 4.645 -2.808 0.1202
H 1.016 4.307 -1.639 0.1228
H 1.560 -3.665 -1.976 0.1216
H 3.748 -4.814 -1.678 0.1166
H 5.105 -4.433 0.398 0.1290
H 4.222 -2.893 2.184 0.1163
H 2.005 -1.795 1.889 0.0717
H -2.281 -1.373 1.474 0.0863
H -4.179 -2.783 2.254 0.1195
H -4.242 -5.229 1.654 0.1272
H -2.353 -6.229 0.353 0.1188
H -0.438 -4.812 -0.392 0.1152
H -2.501 -1.988 -1.494 0.1157
H -3.093 -1.448 -3.841 0.1229
H -1.152 -0.892 -5.500 0.1215
H 1.255 -0.673 -4.425 0.1003
H 1.600 -0.928 -2.238 0.1118
H 0.421 1.570 -4.962 0.0793
H 1.034 1.277 -4.583 0.0613
C 1.224 -1.041 4.646 -0.0229
C 0.048 -1.154 3.690 -0.5134
C -1.226 -1.032 4.507 -0.0181
O 0.134 -0.091 2.794 -0.1318
H 1.172 -0.031 5.117 0.1094
H 2.186 -1.082 4.103 0.0807
H 1.275 -1.775 5.478 0.1169
H 0.056 -2.073 3.067 0.1285
H -1.265 -0.001 4.952 0.1144
H -2.129 -1.155 3.869 0.0762
H -1.298 -1.758 5.350 0.1183
```



- Among the records above, which one has the highest largest force on an atom?
  C5H6N



- Which of these has the highest largest force on an atom?
  C5H6N